Formula: C4H14N3O
Source: the Open Molecules 2025 dataset
Level of theory: ωB97M-V/def2-TZVPD

Each line ends with the natural charge from an NBO analysis.
CARTESIAN COORDINATES (ANGSTROEM)
O  0.205  2.788  0.605  -0.969
N  0.581  0.225  -0.347  -0.570
N  0.218  -1.000  -2.285  -0.769
N  -0.208  1.258  -2.221  -0.765
C  0.267  0.166  -1.618  0.677
C  -1.125  -0.733  2.042  -0.631
C  0.906  -0.917  0.500  -0.218
C  -0.332  -1.602  1.073  -0.417
H  0.595  1.149  0.094  0.451
H  -0.493  -0.049  2.631  0.199
H  1.613  -0.604  1.272  0.229
H  -0.426  1.266  -3.201  0.420
H  -0.161  2.136  -1.728  0.433
H  1.436  -1.677  -0.069  0.196
H  -0.365  2.657  1.374  0.502
H  -1.594  -1.310  2.842  0.241
H  -0.995  -1.876  0.251  0.211
H  0.825  3.498  0.842  0.508
H  0.227  -0.942  -3.291  0.413
H  -1.924  -0.142  1.606  0.214
H  -0.003  -2.512  1.567  0.230
H  0.753  -1.779  -1.938  0.417

Atoms 1-6, force components in eV/Å:
0.1883 0.2583 0.1561
0.6633 0.0308 0.5099
0.5116 -0.0775 -0.3179
0.3942 0.2810 0.0237
-0.9959 -0.1859 0.0564
0.1156 0.2892 1.1958

For the frontier orbital gap, the calculation gives 0.418 hartree. The spin multiplicity is 1. Its total energy is -10888.16102 eV. The LUMO energy is -2.78 eV. Its charge is +1.



Formula: C4H14N3O
Source: the Open Molecules 2025 dataset
Level of theory: ωB97M-V/def2-TZVPD

Each line ends with the natural charge from an NBO analysis.
CARTESIAN COORDINATES (ANGSTROEM)
O  3.472  -0.335  -1.089  -0.702
N  -1.265  0.424  1.813  -0.562
N  -0.151  -0.553  -1.586  -0.731
N  -2.237  0.368  -0.305  -0.802
C  1.150  -0.050  -1.066  -0.236
C  -2.297  0.278  0.987  0.361
C  -1.461  0.745  3.233  -0.410
C  2.315  -0.726  -1.771  -0.071
H  -1.403  1.817  3.395  0.213
H  4.226  -0.377  -1.688  0.492
H  -0.234  -0.380  -2.586  0.414
H  -1.102  -0.132  -1.040  0.442
H  -0.204  -1.564  -1.483  0.409
H  -2.442  0.400  3.542  0.217
H  1.164  1.024  -1.253  0.225
H  -0.713  0.246  3.837  0.223
H  1.180  -0.261  0.001  0.214
H  -3.238  0.058  1.473  0.186
H  2.334  -0.426  -2.825  0.175
H  2.183  -1.818  -1.752  0.164
H  -0.421  0.807  1.409  0.394
H  -3.163  0.228  -0.695  0.388

Atoms 1-6, force components in eV/Å:
0.2257 0.0966 -0.0705
0.1685 0.3709 0.2084
-0.2058 -0.4259 -0.1207
0.0025 -0.4138 0.2431
-0.2845 0.0170 -0.3578
-0.2031 0.1376 -0.2624

For the frontier orbital gap, the calculation gives 0.397 hartree. The spin multiplicity is 1. Its total energy is -10886.62389 eV. The LUMO energy is -2.68 eV. Its charge is +1.



Formula: C4H14N3O
Source: the Open Molecules 2025 dataset
Level of theory: ωB97M-V/def2-TZVPD

Each line ends with the natural charge from an NBO analysis.
CARTESIAN COORDINATES (ANGSTROEM)
O  -0.340  -0.468  -2.294  -0.882
N  2.421  0.006  -1.166  -0.775
N  -2.689  0.103  1.420  -0.819
N  -0.803  0.256  -0.033  0.037
C  -2.189  -0.044  0.083  -0.153
C  0.111  -0.559  0.667  -0.342
C  1.475  0.030  1.065  -0.381
C  2.092  0.869  -0.037  -0.247
H  -0.418  -0.080  -1.399  0.431
H  1.581  -0.160  -1.726  0.374
H  -2.705  0.704  -0.503  0.239
H  3.116  0.392  -1.797  0.390
H  3.016  1.245  0.384  0.227
H  1.265  0.673  1.918  0.228
H  0.210  -1.438  -0.011  0.368
H  -1.179  -0.738  -2.681  0.496
H  -2.381  -1.034  -0.290  0.300
H  -2.070  0.338  2.169  0.398
H  2.062  -0.828  1.369  0.251
H  -3.663  -0.007  1.622  0.425
H  1.461  1.719  -0.296  0.194
H  -0.371  -0.980  1.534  0.240

Atoms 1-6, force components in eV/Å:
0.5392 -0.6163 -0.7739
-0.9089 0.1788 -0.3527
0.5650 -0.4388 0.0119
0.8916 -1.9673 0.1113
-0.7393 2.8732 1.9543
-0.8642 0.9228 1.5673

For the frontier orbital gap, the calculation gives 0.165 hartree. The spin multiplicity is 1. Its total energy is -10880.81167 eV. The LUMO energy is -8.73 eV. Its charge is +1.



Formula: C4H14N3O
Source: the Open Molecules 2025 dataset
Level of theory: ωB97M-V/def2-TZVPD

Each line ends with the natural charge from an NBO analysis.
CARTESIAN COORDINATES (ANGSTROEM)
O  1.133  -2.251  -0.669  -0.774
N  -1.409  0.738  2.382  -0.789
N  0.125  -0.934  2.086  -0.754
N  -0.259  0.584  0.370  -0.560
C  -0.549  0.085  1.566  0.680
C  -0.696  1.986  -0.042  -0.208
C  -0.827  1.942  -1.573  -0.625
C  1.987  -2.244  -1.844  -0.258
H  0.099  1.988  -2.122  0.223
H  2.521  -3.163  -1.927  0.191
H  0.367  0.041  -0.218  0.440
H  0.950  -1.353  1.659  0.444
H  0.737  -3.142  -0.659  0.481
H  -2.285  1.143  2.023  0.427
H  -1.466  0.470  3.351  0.416
H  2.702  -1.463  -1.465  0.181
H  -1.443  2.830  -1.863  0.239
H  -0.121  -1.291  2.992  0.416
H  1.559  -1.919  -2.783  0.185
H  -1.711  2.110  0.310  0.192
H  -1.266  0.990  -1.898  0.222
H  -0.147  2.853  0.324  0.231

Atoms 1-6, force components in eV/Å:
-0.8262 -1.1551 -0.7620
-1.0707 0.1321 -0.3258
0.4430 -0.5970 -0.0914
-0.2480 1.1593 0.5997
0.7112 0.9104 0.5023
-0.6735 -1.8075 -1.3895

For the frontier orbital gap, the calculation gives 0.419 hartree. The spin multiplicity is 1. Its total energy is -10887.00128 eV. The LUMO energy is -2.77 eV. Its charge is +1.



Formula: C4H14N3Os
Source: the Open Molecules 2025 dataset
Level of theory: ωB97M-V/def2-TZVPD

Each line ends with the Mulliken spin population.
CARTESIAN COORDINATES (ANGSTROEM)
Os  1.189  0.016  0.925  3.453
N  0.022  0.015  4.819  0.024
N  1.796  0.665  -0.884  -0.008
N  0.530  -0.662  2.522  -0.060
C  -2.056  -0.372  -2.315  -0.001
C  1.187  0.627  5.487  0.023
C  0.072  -0.244  3.554  0.269
C  -1.125  -0.416  5.646  0.011
H  2.807  0.584  -0.944  0.005
H  -1.376  -0.261  -1.446  -0.001
H  -1.494  -0.167  -3.244  0.001
H  1.349  1.662  5.149  -0.001
H  -2.802  0.376  -2.137  0.000
H  2.097  0.059  5.236  0.000
H  -1.333  -1.474  5.461  0.001
H  0.515  -1.202  0.230  0.261
H  1.436  0.067  -1.632  0.006
H  1.039  0.611  6.566  0.002
H  1.566  1.625  -1.144  0.013
H  -2.032  0.152  5.412  0.003
H  -2.501  -1.375  -2.281  0.000
H  -0.888  -0.284  6.698  -0.002

Atoms 1-6, force components in eV/Å:
1.3120 2.2928 -0.1277
-0.6561 0.0677 0.0171
0.7008 0.5627 -2.0845
-1.5242 0.8302 4.8765
0.9550 -0.1942 0.5650
1.0230 0.3036 -0.4758

For the frontier orbital gap (spin up / spin down), the calculation gives 0.229 / 0.266 hartree. The spin multiplicity is 5. Its total energy is -11300.45472 eV. The LUMO energy (spin up / spin down) is -3.40 / -5.20 eV. Its charge is +1.



Formula: C4H14N4
Source: the Open Molecules 2025 dataset
Level of theory: ωB97M-V/def2-TZVPD

Each line ends with the natural charge from an NBO analysis.
CARTESIAN COORDINATES (ANGSTROEM)
N  0.208  -1.400  1.048  -0.814
N  3.177  -0.233  -0.892  -0.675
N  -1.771  -0.003  -0.800  -0.761
N  2.230  0.333  -0.002  -0.575
C  -0.123  1.784  0.339  -0.655
C  0.064  0.557  -0.508  0.027
C  0.461  -0.751  -0.123  0.147
C  -2.628  -0.223  0.341  -0.427
H  0.718  -1.415  -0.943  0.200
H  -3.663  -0.444  0.041  0.194
H  -1.789  -0.822  -1.408  0.329
H  -0.866  2.434  -0.124  0.237
H  -0.462  1.545  1.350  0.201
H  -0.105  -0.855  1.835  0.393
H  -2.699  0.680  0.955  0.182
H  -0.066  -2.369  1.024  0.403
H  -2.342  -1.051  1.017  0.136
H  0.792  2.376  0.369  0.251
H  2.964  -1.198  -1.163  0.317
H  3.239  0.344  -1.725  0.343
H  0.243  0.755  -1.557  0.229
H  2.418  -0.045  0.926  0.318

Atoms 1-6, force components in eV/Å:
0.0761 0.4585 0.2431
0.2297 -0.1216 0.0194
1.1704 1.0597 -0.2626
-0.9253 -1.7429 -0.3191
0.0452 0.0492 0.0275
-4.7752 -0.5943 -0.6654

For the frontier orbital gap, the calculation gives 0.273 hartree. The spin multiplicity is 1. Its total energy is -10330.42995 eV. The LUMO energy is 0.72 eV. Its charge is 0.



Formula: C4H14N4
Source: the Open Molecules 2025 dataset
Level of theory: ωB97M-V/def2-TZVPD

Each line ends with the natural charge from an NBO analysis.
CARTESIAN COORDINATES (ANGSTROEM)
N  0.893  -1.704  1.219  -0.629
N  -0.950  2.181  1.431  -0.678
N  -0.840  0.391  -1.123  -0.684
N  -0.295  1.224  -2.197  -0.678
C  0.147  1.587  1.282  0.173
C  -0.637  -3.025  -0.206  -0.690
C  1.301  2.277  0.650  -0.683
C  0.567  -2.195  0.113  0.168
H  1.023  3.267  0.310  0.219
H  1.256  -2.029  -0.706  0.157
H  -1.397  -2.930  0.569  0.216
H  0.232  -1.893  1.975  0.325
H  0.357  0.557  1.590  0.173
H  2.113  2.360  1.375  0.227
H  -0.334  -4.073  -0.270  0.234
H  -1.056  -2.744  -1.170  0.217
H  -1.650  0.895  -0.767  0.356
H  -1.205  -0.440  -1.593  0.336
H  -1.683  1.635  1.883  0.332
H  1.674  1.680  -0.171  0.221
H  -0.140  2.141  -1.789  0.349
H  0.624  0.839  -2.405  0.338

Atoms 1-6, force components in eV/Å:
0.4738 0.3016 0.7114
-0.7762 0.7070 0.0256
0.0795 -0.2882 -0.2282
-0.2288 -0.1070 -0.2165
0.3872 -0.4363 0.1968
0.0276 -0.0559 0.1518

For the frontier orbital gap, the calculation gives 0.341 hartree. The spin multiplicity is 1. Its structure (SMILES) is [H]/N=C/C.[H]/N=C\C.NN. Its total energy is -10333.19674 eV. The LUMO energy is 0.91 eV. Its charge is 0.



Formula: C4H14N4
Source: the Open Molecules 2025 dataset
Level of theory: ωB97M-V/def2-TZVPD

Each line ends with the natural charge from an NBO analysis.
CARTESIAN COORDINATES (ANGSTROEM)
N  1.253  -1.180  0.627  -0.869
N  2.470  0.550  -0.241  -0.657
N  1.645  -1.020  -1.728  -0.747
N  -1.247  0.644  1.113  -0.849
C  1.709  -0.591  -0.539  0.577
C  1.739  1.758  0.126  -0.424
C  -2.690  -0.929  -0.203  -0.621
C  -1.856  0.355  -0.176  -0.218
H  -2.069  -1.787  0.051  0.195
H  -1.966  0.725  1.826  0.346
H  1.199  2.188  -0.725  0.181
H  -2.483  1.208  -0.448  0.183
H  -1.050  0.282  -0.910  0.191
H  1.206  -1.933  -1.824  0.333
H  3.058  0.741  -1.049  0.384
H  -3.507  -0.870  0.516  0.197
H  -3.111  -1.090  -1.193  0.208
H  1.089  -2.175  0.586  0.395
H  2.448  2.493  0.504  0.197
H  -0.639  -0.129  1.370  0.365
H  1.011  1.518  0.902  0.225
H  1.789  -0.758  1.412  0.406

Atoms 1-6, force components in eV/Å:
0.2322 0.8447 0.6866
0.3919 0.3811 -0.6236
-0.1373 -0.0666 -0.4898
-0.0732 0.0164 0.3508
0.7764 -0.3166 0.1364
-0.1428 0.0517 0.1951

For the frontier orbital gap, the calculation gives 0.367 hartree. The spin multiplicity is 1. Its structure (SMILES) is [H]/N=C(\N)NC.CCN. Its total energy is -10335.36842 eV. The LUMO energy is 0.88 eV. Its charge is 0.



Formula: C4H14N4P2S2
Source: the Open Molecules 2025 dataset
Level of theory: ωB97M-V/def2-TZVPD

Each line ends with the natural charge from an NBO analysis.
CARTESIAN COORDINATES (ANGSTROEM)
S  -0.595  -1.647  0.933  0.826
S  -0.396  1.105  -2.220  0.632
P  1.610  0.278  -0.491  1.910
P  -1.844  0.210  0.022  1.497
N  0.559  1.423  -0.888  -1.280
N  1.031  -0.536  0.838  -1.247
N  -1.771  0.539  -1.524  -1.174
N  -0.534  -2.732  -0.140  -1.097
C  2.897  1.240  0.340  -0.961
C  2.261  -0.947  -1.788  -0.976
C  -3.564  -0.451  0.395  -0.921
C  -1.336  1.288  1.432  -0.970
H  -3.535  -0.716  1.551  0.241
H  -2.167  1.520  2.026  0.233
H  -3.683  -1.217  -0.271  0.240
H  -1.229  -2.568  -0.854  0.357
H  -0.996  2.195  1.185  0.260
H  2.427  2.004  0.818  0.255
H  3.621  0.525  0.918  0.225
H  -4.345  0.373  0.254  0.256
H  1.685  -1.953  -1.457  0.283
H  3.353  -1.084  -1.601  0.243
H  2.027  -0.537  -2.747  0.254
H  1.567  -0.960  1.564  0.403
H  3.450  1.799  -0.277  0.237
H  -0.493  0.849  1.983  0.273

Atoms 1-6, force components in eV/Å:
1.6153 2.0093 -0.1486
0.4001 0.4322 -0.5502
0.6584 0.3377 0.7759
-0.8670 -0.1285 0.1496
0.4082 -0.4451 -0.7975
-2.1654 -1.2219 -0.0558

For the frontier orbital gap (spin up / spin down), the calculation gives 0.260 / 0.260 hartree. The spin multiplicity is 1. Its total energy is -50579.75955 eV. The LUMO energy (spin up / spin down) is 0.37 / 0.37 eV. Its charge is 0.



Formula: C4H14NO
Source: the Open Molecules 2025 dataset
Level of theory: ωB97M-V/def2-TZVPD

Each line ends with the natural charge from an NBO analysis.
CARTESIAN COORDINATES (ANGSTROEM)
O  -2.726  -0.226  0.472  -0.977
N  0.048  2.103  -0.624  -0.702
C  0.606  -2.223  0.909  -0.606
C  0.752  -0.658  0.784  -0.426
C  0.810  -0.301  -0.720  -0.435
C  1.225  1.139  -0.906  -0.227
H  0.300  3.028  -0.944  0.455
H  1.654  -2.642  0.942  0.225
H  2.059  1.197  -0.185  0.242
H  -0.841  1.761  -1.026  0.448
H  -3.113  -0.207  1.353  0.493
H  1.559  1.404  -1.948  0.232
H  -0.155  -0.519  -1.242  0.216
H  1.813  -0.453  1.032  0.206
H  -0.057  -0.207  1.399  0.215
H  1.586  -0.949  -1.189  0.251
H  0.157  -2.607  -0.007  0.209
H  -3.387  -0.054  -0.202  0.487
H  -0.245  1.925  0.380  0.462
H  -0.117  -2.444  1.716  0.231

Atoms 1-6, force components in eV/Å:
0.9342 0.2070 -0.1045
-0.2282 -2.5510 1.7865
0.3865 0.8284 -0.3102
0.7048 -1.6024 -0.9455
-1.2959 -0.3818 -0.3962
0.2979 -0.2706 -1.4331

For the frontier orbital gap, the calculation gives 0.421 hartree. The spin multiplicity is 1. Its total energy is -7905.50940 eV. The LUMO energy is -3.51 eV. Its charge is +1.



Formula: C4H14NO
Source: the Open Molecules 2025 dataset
Level of theory: ωB97M-V/def2-TZVPD

Each line ends with the natural charge from an NBO analysis.
CARTESIAN COORDINATES (ANGSTROEM)
O  1.336  0.598  -0.878  -0.773
N  1.748  3.606  -0.116  -1.075
C  -0.886  -0.281  -0.731  0.052
C  -0.677  -1.426  0.210  -0.323
C  -1.745  -2.525  0.131  -0.586
C  -0.341  -0.715  1.548  -0.620
H  1.290  2.759  -0.394  0.371
H  1.391  4.095  0.682  0.384
H  0.515  -0.074  1.317  0.228
H  -0.046  -1.369  2.368  0.253
H  -1.126  -0.488  -1.777  0.246
H  -1.126  -0.037  1.893  0.221
H  2.621  3.911  -0.500  0.392
H  0.277  -1.859  -0.135  0.271
H  -1.342  -3.460  0.520  0.269
H  -2.008  -2.776  -0.901  0.236
H  -1.583  0.484  -0.368  0.255
H  -2.680  -2.251  0.623  0.243
H  0.347  0.497  -0.894  0.409
H  2.033  0.232  -1.446  0.547

Atoms 1-6, force components in eV/Å:
0.2391 1.4350 1.9391
-0.4370 0.1479 0.1574
-4.3504 -3.8571 0.0821
2.2478 2.2214 0.2729
-0.8228 -0.2241 -0.8339
0.1041 -0.0588 0.0048

For the frontier orbital gap, the calculation gives 0.136 hartree. The spin multiplicity is 1. Its total energy is -7900.71567 eV. The LUMO energy is -8.62 eV. Its charge is +1.



Values of energy relative to the best compared isomer or geometry (same formula, charge and spin), in order: 0.0; 35.4; 169.5; 26.7; 0.0; 123.9; 60.1; 10.1; 9.2; 33.3; 143.9, all in kcal/mol.